A molecular structure, C26H23N3O3PS5V, computed with ωB97M-V/def2-TZVPD.

Last column: Löwdin charge in e.
Positions of all 62 atoms, in Å:
V -1.2411 0.6172 0.8597  0.29
S -0.7909 -2.5987 4.2511  0.27
C -0.3678 -2.1629 2.6438  -1.75
S 0.2558 -0.5063 2.3965  0.40
S -0.6560 -3.1820 1.2929  0.34
S -3.0304 2.0815 0.1554  0.61
C -2.3194 3.7055 0.2329  -0.67
C -3.1375 4.8263 0.0815  -0.16
C -2.6366 6.1193 0.1363  -0.15
C -1.2746 6.3083 0.3485  -0.15
C -0.4492 5.2042 0.4951  -0.16
C -0.9366 3.8939 0.4421  -0.69
S 0.1886 2.5435 0.6051  0.57
H -4.1968 4.6624 -0.0845  0.08
H -3.3004 6.9672 0.0110  0.08
H -0.8575 7.3078 0.4018  0.08
H 0.6142 5.3388 0.6597  0.08
O -1.1905 -0.5264 -2.9371  0.03
C -0.5729 -0.7466 -1.9067  -0.70
O -0.8285 -0.2204 -0.7596  -0.26
C 0.5576 -1.7462 -1.8824  -0.28
P 2.0115 -1.3182 -0.8203  1.08
C 2.6475 0.1747 -1.6772  -0.39
C 3.6944 0.8488 -1.0468  -0.11
C 4.2633 1.9782 -1.6142  -0.10
C 3.7752 2.4692 -2.8184  -0.11
C 2.7119 1.8297 -3.4381  -0.09
C 2.1539 0.6902 -2.8714  -0.08
C 3.1336 -2.6041 -1.5505  -0.36
C 3.0414 -3.8780 -0.9834  -0.10
C 3.8036 -4.9322 -1.4648  -0.10
C 4.6921 -4.7299 -2.5147  -0.12
C 4.8093 -3.4639 -3.0714  -0.11
C 4.0356 -2.4123 -2.5928  -0.09
H 0.8636 -1.9277 -2.9150  0.09
H 0.1568 -2.6638 -1.4399  0.05
H 4.0473 0.4924 -0.0858  0.10
H 5.0677 2.4923 -1.1027  0.09
H 4.2039 3.3622 -3.2574  0.09
H 2.3033 2.2233 -4.3604  0.10
H 1.3092 0.2224 -3.3631  0.10
H 2.3632 -4.0310 -0.1485  0.09
H 3.7131 -5.9110 -1.0098  0.09
H 5.2886 -5.5512 -2.8931  0.09
H 5.5044 -3.2915 -3.8850  0.09
H 4.1380 -1.4276 -3.0353  0.10
C -3.5128 0.0254 5.2001  -0.01
N -3.6254 -0.5033 3.8486  -0.04
C -4.3431 -1.6159 3.5706  -0.07
C -4.3887 -2.1696 2.3461  0.00
C -3.5532 -1.5740 1.3413  -0.39
N -2.7925 -0.5511 1.6362  0.03
C -2.8437 0.0808 2.8650  -0.56
O -2.1955 1.0968 3.0450  -0.03
N -3.5529 -2.0285 0.0649  0.17
H -4.4629 -0.1104 5.7165  0.08
H -3.2677 1.0812 5.1358  0.09
H -2.7071 -0.4975 5.7195  0.08
H -4.8891 -2.0326 4.4081  0.13
H -4.9770 -3.0498 2.1450  0.10
H -3.6598 -3.0266 -0.0307  0.10
H -2.7906 -1.6524 -0.4950  0.09

Atomic forces in eV per Å
0.5 1.0 0.0
0.3 0.1 -0.5
-0.7 0.1 0.0
0.1 -0.3 -0.1
0.3 0.2 0.5
0.2 0.3 0.1
0.0 -0.3 0.0
-0.1 0.0 0.0
0.1 -0.1 0.0
-0.1 -0.1 0.0
0.1 0.0 0.0
0.0 -0.2 -0.1
-0.1 0.2 0.1
0.0 0.0 0.0
0.0 0.0 0.0
0.0 0.0 0.0
0.0 0.0 0.0
0.0 0.0 -0.1
-0.1 0.2 0.4
-0.2 -0.3 -0.3
0.3 -0.2 -0.3
-0.1 0.0 0.0
0.1 0.0 0.0
0.0 0.0 0.0
0.0 0.0 0.0
0.0 0.0 0.0
0.0 0.0 0.1
-0.1 0.0 -0.1
-0.1 0.0 0.1
0.0 0.0 0.1
0.0 0.0 0.0
0.0 0.1 0.0
0.0 0.0 0.0
0.0 0.1 -0.1
0.0 -0.2 0.1
0.1 0.0 0.0
0.0 0.0 0.0
0.0 0.0 0.0
0.0 0.0 0.0
0.0 0.0 0.0
0.0 0.0 0.0
0.0 0.0 0.0
0.0 0.0 0.0
0.0 0.0 0.0
0.0 0.0 0.0
0.0 0.0 0.0
0.0 -0.2 0.0
0.0 0.3 0.0
-0.1 -0.1 0.3
0.2 0.1 -0.3
0.0 -0.3 0.1
-0.5 0.2 0.5
-0.2 -0.6 -0.4
0.0 0.0 0.0
0.1 0.0 0.0
0.0 0.0 0.0
0.0 0.0 0.0
0.0 0.0 0.0
0.0 0.0 0.0
0.0 0.0 0.0
0.0 0.0 0.0
-0.1 0.0 0.1

HOMO level (spin up / spin down) = -1.17 / -1.20 eV
Charge = -2
LUMO level (spin up / spin down) = 4.4 / 4.4 eV
HOMO-LUMO gap (spin up / spin down) = 5.61 / 5.63 eV
E_tot = -4671.10065 Ha
Multiplicity = 3
Energy relative to the best compared isomer or geometry (same formula, charge and spin) = 34.80 kcal per mole
Expectation value of S² = 2.0227